A cluster of 6 separate species, C51H39FN2O14S in total at a distorted geometry, computed with ωB97M-V/def2-TZVPD.

Structure (XYZ):
```
108
Properties=species:S:1:pos:R:3
C 4.6197 -2.6006 2.7497
C 3.4498 -2.2232 1.7296
C 4.1699 -1.7012 0.4091
N 3.3274 -0.7847 -0.3829
C 2.1053 -1.2749 -0.9096
O 1.8431 -2.3766 -1.3087
C 1.1821 -0.0292 -0.8790
C -0.2230 0.1485 -1.2041
C -1.0418 -1.1284 -1.6415
C -1.3942 -1.8641 -0.2869
C -2.3633 -1.1798 0.5798
C -2.7755 -1.6974 1.8850
C -2.1517 -2.9655 2.3230
C -2.5628 -3.4864 3.7396
C -1.2164 -3.6454 1.4442
C -0.8035 -3.1288 0.1291
C -0.8288 1.4774 -1.1083
C -0.0397 2.6203 -0.6571
S -0.7722 4.2702 -0.5089
C 1.3704 2.4045 -0.3013
C 2.1805 3.6264 0.2189
O 2.4882 4.5508 -0.4730
N 2.6250 3.6767 1.6239
C 1.5527 3.8402 2.5410
O 0.4125 3.5621 2.3768
F 1.9035 4.3464 3.7854
C 1.9935 1.1068 -0.4215
C 3.4545 0.6227 -0.1368
O 4.4584 1.2124 0.1665
H 4.2287 -2.7989 3.7828
H 5.1384 -3.4881 2.3070
H 5.3572 -1.7571 2.7371
H 2.8580 -3.1585 1.5146
H 2.7368 -1.4709 2.1519
H 4.3827 -2.6293 -0.1978
H 5.1817 -1.2637 0.6282
H -1.9882 -0.7771 -2.1201
H -0.4032 -1.7658 -2.2998
H -2.8185 -0.2121 0.2446
H -3.5155 -1.1379 2.5026
H -3.2093 -4.4041 3.6698
H -3.1203 -2.6780 4.2910
H -1.6849 -3.7626 4.3754
H -0.7634 -4.6023 1.7854
H -0.0789 -3.6602 -0.5287
H -1.9021 1.6005 -1.3792
H -1.8995 4.1030 0.2747
H 3.1905 2.8512 1.8550
O -4.6461 0.7096 -0.1245
C -5.6191 0.9490 0.5653
C -5.5259 1.8497 1.7370
C -6.5898 2.1099 2.4941
C -7.9117 1.5103 2.1950
O -8.8813 1.7495 2.8854
C -8.0047 0.6093 1.0227
C -6.9380 0.3505 0.2664
H -4.5524 2.2792 1.9403
H -6.5404 2.7650 3.3550
H -8.9807 0.1764 0.8178
H -6.9857 -0.3047 -0.5946
O -10.2022 -1.1947 1.2030
C -10.3171 -2.0934 2.0140
C -11.5936 -2.3280 2.7244
C -11.7178 -3.3110 3.6141
C -10.5848 -4.2116 3.9290
O -10.6988 -5.1082 4.7381
C -9.3072 -3.9758 3.2173
C -9.1839 -2.9927 2.3278
H -12.4111 -1.6610 2.4816
H -12.6433 -3.4973 4.1440
H -8.4891 -4.6423 3.4596
H -8.2582 -2.8059 1.7975
O 7.6943 1.4025 -5.5554
C 6.6068 1.5937 -5.0537
C 5.6398 2.5444 -5.6506
C 4.4479 2.7542 -5.0952
C 4.0383 2.0451 -3.8612
O 2.9539 2.2356 -3.3553
C 4.9993 1.0986 -3.2689
C 6.1933 0.8866 -3.8193
H 5.9556 3.0530 -6.5527
H 3.7282 3.4464 -5.5150
H 4.6775 0.5930 -2.3688
H 6.9107 0.1948 -3.3961
O 6.1366 0.3711 3.4642
C 7.0578 1.1126 3.1827
C 7.0338 1.9334 1.9518
C 8.0449 2.7444 1.6436
C 9.2337 2.8600 2.5190
O 10.1537 3.6002 2.2389
C 9.2566 2.0376 3.7509
C 8.2460 1.2273 4.0590
H 6.1564 1.8372 1.3232
H 8.0455 3.3521 0.7474
H 10.1331 2.1335 4.3793
H 8.2448 0.6196 4.9552
O 2.6480 -0.4293 -7.6717
C 1.6766 -0.1925 -6.9825
C 1.7594 0.7296 -5.8281
C 0.6938 0.9873 -5.0704
C -0.6193 0.3635 -5.3525
O -1.5912 0.5995 -4.6626
C -0.7028 -0.5593 -6.5082
C 0.3627 -0.8165 -7.2650
H 2.7245 1.1779 -5.6349
H 0.7377 1.6586 -4.2211
H -1.6698 -1.0073 -6.6998
H 0.3204 -1.4876 -8.1136
```

The value obtained for the HOMO energy is -0.31573 Eh. Its SMILES is CCCN1C(=O)c2c(Cc3ccc(C)cc3)cc(S)c(C(=O)NC(=O)F)c2C1=O.O=C1C=CC(=O)C=C1.O=C1C=CC(=O)C=C1.O=C1C=CC(=O)C=C1.O=C1C=CC(=O)C=C1.O=C1C=CC(=O)C=C1. The calculation puts the gap between HOMO and LUMO at 6.750 eV. The relative energy (zero: lowest compared OMol25 entry of this formula, charge and spin) is 336.7 kJ/mol. Its calculated total energy is -98710.4171 eV.

Löwdin population analysis, charges in e, atoms 1 to 4: -0.11 -0.20 -0.14 0.02